1.
The following is a quantum chemistry calculation of a molecular structure, C7H4O5Tm at a distorted geometry, from the Open Molecules 2025 dataset.

## Properties
HOMO level (spin up / spin down) = -0.9084 / -0.9080 hartree
total charge = +3
gap between HOMO and LUMO (spin up / spin down) = 9.55 / 9.20 eV
molar mass = 337.0 u
LUMO level (spin up / spin down) = -0.5573 / -0.5700 Eh
energy above the lowest of the compared OMol25 structures with the same formula, charge and spin = 0.484 eV
strongest force on any atom = 0.1718 hartree/bohr
2S+1 = 3
E_tot = -1729.135526 a.u.

Structure (XYZ):
```
17
Properties=species:S:1:pos:R:3:forces:R:3
Tm 0.082 0.205 -0.386 -1.4 -0.1 2.9
C -0.922 -0.133 1.945 -1.8 -3.8 7.8
O -1.245 -0.506 3.013 1.5 2.3 -5.7
C 0.609 -1.770 1.086 0.5 -4.2 4.3
O 0.580 -2.470 2.008 0.5 3.0 -4.6
C 1.164 0.768 1.892 2.0 1.1 4.3
O 1.405 0.857 3.012 -0.6 -0.2 -4.4
C -1.939 -1.272 0.236 -3.7 -2.6 1.1
O -2.735 -1.865 0.808 2.8 2.0 -2.4
C 0.676 0.995 -2.570 2.7 -2.0 -2.6
H -0.178 1.054 -3.255 -0.7 -0.5 0.6
H 1.196 1.959 -2.522 0.1 0.0 1.0
C 1.446 -0.190 -2.554 -0.2 2.9 -3.2
H 2.540 -0.142 -2.473 -0.1 0.1 1.2
H 1.174 -1.036 -3.201 -0.7 -0.3 0.8
O -2.278 1.975 1.894 2.8 -1.3 -3.7
C -1.575 1.572 1.067 -3.6 3.5 2.4
```
Forces are in eV/Å.


2.
The following is a quantum chemistry calculation of 2 unconnected molecules or ions with the total composition C7H5BNO10Si at a distorted geometry, from the Open Molecules 2025 dataset.

## Properties
HOMO level = -0.2610 hartree
total charge = -1
gap between HOMO and LUMO = 9.24 eV
molar mass = 302.0 u
LUMO level = 0.0784 Eh
energy above the lowest of the compared OMol25 structures with the same formula, charge and spin = 0.000 eV
strongest force on any atom = 0.0469 hartree/bohr
2S+1 = 1
E_tot = -1391.384238 a.u.

Structure (XYZ):
```
25
Properties=species:S:1:pos:R:3:forces:R:3
C 3.606 2.960 -0.249 -0.2 -0.4 -1.4
C 2.658 3.605 -0.681 0.4 -0.2 0.1
Si 1.184 4.438 -1.565 0.2 -1.3 0.8
C -0.457 4.011 -0.618 0.8 0.8 -0.4
O -0.203 2.738 0.053 -0.2 1.6 0.5
N -1.071 1.748 -0.370 0.0 -1.6 -1.4
O -0.846 1.410 -1.479 -0.6 0.5 0.9
H 4.448 2.220 -0.208 -1.3 1.3 0.4
H 1.075 3.856 -2.917 0.2 0.1 0.0
H 1.347 5.891 -1.644 0.1 0.2 0.0
H -0.579 4.829 0.154 -0.3 -1.1 -0.6
H -1.345 3.957 -1.323 1.0 0.0 1.0
B -0.755 -3.203 0.835 0.0 0.0 0.0
O -0.410 -4.621 1.056 -0.5 0.3 0.4
C -1.240 -5.093 1.984 1.4 -1.9 -0.6
O -1.230 -6.223 2.398 -0.2 0.4 0.0
C -2.163 -4.013 2.413 -1.6 1.6 0.8
O -3.035 -4.110 3.237 0.3 -0.2 -0.2
O -1.881 -2.899 1.739 0.3 -0.7 0.0
O 0.400 -2.329 1.117 -0.3 0.0 -0.7
C 0.672 -1.656 0.001 1.6 0.7 1.6
O 1.562 -0.853 -0.112 -0.3 -0.2 -0.2
C -0.287 -2.054 -1.059 -1.5 -0.5 -1.8
O -0.314 -1.633 -2.186 0.2 0.0 0.4
O -1.128 -2.965 -0.572 0.6 0.4 0.3
```
Forces are in eV/Å.


3.
The following is a quantum chemistry calculation of a single C7H5BrCl2O molecule at a distorted geometry, from the Open Molecules 2025 dataset.

## Properties
HOMO level = -0.3245 hartree
total charge = 0
gap between HOMO and LUMO = 8.92 eV
molar mass = 255.9 u
LUMO level = 0.0035 Eh
energy above the lowest of the compared OMol25 structures with the same formula, charge and spin = 2.362 eV
strongest force on any atom = 0.1062 hartree/bohr
2S+1 = 1
E_tot = -3839.215219 a.u.

Structure (XYZ):
```
16
Properties=species:S:1:pos:R:3:forces:R:3
C -0.841 -0.466 1.379 -2.8 -1.8 1.4
C -0.045 0.631 1.733 -0.5 2.7 3.9
C -0.882 -1.009 0.188 -1.4 -1.5 -0.2
C 0.885 1.109 0.972 1.4 -3.1 -3.9
C -0.885 0.591 -1.697 1.8 0.6 -0.7
C -0.101 -0.623 -0.959 -0.7 1.6 -2.6
C 1.284 -0.351 -0.593 0.6 3.7 4.0
O -2.033 0.889 -1.544 0.6 -0.6 0.1
Cl 1.926 2.356 0.946 0.8 1.2 0.3
Cl 2.467 0.320 -1.709 -0.9 -0.6 0.6
Br 1.862 -1.766 0.580 1.3 -0.3 -0.7
H -1.607 -0.919 2.092 1.4 1.0 -0.7
H -0.262 1.200 2.743 0.3 -1.1 -2.0
H -1.611 -1.782 0.020 -0.1 -0.2 0.0
H -0.198 1.197 -2.427 -1.0 -0.9 0.9
H 0.042 -1.376 -1.724 -0.9 -0.7 -0.4
```
Forces are in eV/Å.


4.
The following is a quantum chemistry calculation of a single C7H5Cl molecule at a distorted geometry, from the Open Molecules 2025 dataset.

## Properties
HOMO level (spin up / spin down) = -0.2798 / -0.2798 hartree
total charge = 0
gap between HOMO and LUMO (spin up / spin down) = 7.38 / 7.38 eV
molar mass = 124.6 u
LUMO level (spin up / spin down) = -0.0087 / -0.0087 Eh
energy above the lowest of the compared OMol25 structures with the same formula, charge and spin = 2.300 eV
strongest force on any atom = 0.0752 hartree/bohr
2S+1 = 1
E_tot = -729.671127 a.u.

Structure (XYZ):
```
13
Properties=species:S:1:pos:R:3:forces:R:3
C 0.007 -0.340 -1.122 2.4 -0.9 -1.1
C 0.834 -1.369 -0.763 -1.3 0.3 0.5
C -1.375 1.541 -0.038 -1.4 -2.0 0.4
C -0.579 0.280 -0.003 -1.8 0.6 -0.8
C 0.597 -1.651 0.604 -0.1 -0.2 1.7
C -2.064 0.427 0.003 2.1 3.1 -0.9
C -0.106 -0.427 1.148 2.3 -0.5 2.6
Cl -3.312 -0.576 -0.092 -2.0 -1.2 0.1
H -0.089 0.020 -2.105 -0.6 0.4 -1.3
H 1.308 -2.122 -1.349 0.5 0.1 -0.8
H -1.252 2.562 0.115 -0.1 1.5 0.0
H 0.791 0.223 1.536 -1.4 -1.3 0.1
H -0.919 -0.593 1.924 1.4 0.2 -0.6
```
Forces are in eV/Å.


5.
The following is a quantum chemistry calculation of 3 unconnected molecules or ions with the total composition C7H5ClF3O3 at a distorted geometry, from the Open Molecules 2025 dataset.

## Properties
HOMO level = -0.1614 hartree
total charge = -1
gap between HOMO and LUMO = 7.76 eV
molar mass = 229.6 u
LUMO level = 0.1236 Eh
energy above the lowest of the compared OMol25 structures with the same formula, charge and spin = 0.139 eV
strongest force on any atom = 0.0802 hartree/bohr
2S+1 = 1
E_tot = -1255.244353 a.u.

Structure (XYZ):
```
19
Properties=species:S:1:pos:R:3:forces:R:3
C -0.471 2.242 -1.806 0.0 4.0 -0.8
C -0.831 1.141 -1.550 -0.7 -3.0 0.8
C 3.794 0.204 -0.457 1.8 -0.4 1.2
C 0.420 -0.042 1.386 2.9 -2.9 0.7
C -1.043 -0.228 -1.112 1.7 0.4 -0.3
C 0.740 -0.536 -0.019 -1.6 0.1 -0.5
C -2.253 -0.503 -0.388 -2.4 -2.5 -1.0
O 4.252 -0.616 0.242 -1.0 -0.6 -0.1
O 3.728 1.155 -1.093 -0.3 1.4 -1.3
O 1.607 -0.045 -0.715 -0.2 -0.8 0.4
F -2.389 -1.842 0.053 0.5 1.9 -0.4
F -2.458 0.267 0.652 -0.6 0.6 0.6
F -3.472 -0.430 -1.221 1.5 0.4 1.1
Cl 0.480 -2.450 -0.070 0.7 -0.1 0.2
H -0.442 3.333 -2.042 0.3 -1.9 0.3
H 1.335 -0.569 2.089 -2.5 1.8 -1.8
H -0.526 -0.439 1.733 0.0 0.3 0.1
H 0.512 1.016 1.272 -0.1 0.7 0.6
H -0.860 -1.027 -1.833 0.0 0.5 -0.1
```
Forces are in eV/Å.


6.
The following is a quantum chemistry calculation of a single C7H5ClN2O3S molecule at a distorted geometry, from the Open Molecules 2025 dataset.

## Properties
HOMO level = -0.3091 hartree
total charge = 0
gap between HOMO and LUMO = 8.29 eV
molar mass = 232.6 u
LUMO level = -0.0044 Eh
energy above the lowest of the compared OMol25 structures with the same formula, charge and spin = 1.683 eV
strongest force on any atom = 0.1155 hartree/bohr
2S+1 = 1
E_tot = -1463.139563 a.u.

Structure (XYZ):
```
19
Properties=species:S:1:pos:R:3:forces:R:3
C -2.962 1.037 0.161 2.9 2.1 -0.2
C -3.898 -0.023 0.066 0.1 -0.2 -0.1
C -3.748 -1.357 0.172 0.4 -2.6 0.4
C -1.154 -1.257 0.397 -0.3 0.8 0.0
C -1.582 1.036 0.065 -2.4 -1.3 -0.3
C 0.568 -0.013 -0.844 -4.1 -2.6 -3.4
C 1.104 -1.446 -0.986 -1.2 0.5 0.5
N -0.739 -0.095 -0.072 -0.3 -0.5 0.6
N -5.267 0.250 -0.218 -1.1 -0.3 0.5
O -3.829 -2.510 0.241 0.1 1.7 -0.1
O -5.986 -0.769 -0.246 0.1 1.4 -0.3
O -5.644 1.406 -0.336 0.1 -0.9 -0.1
S -0.056 -2.455 0.060 0.7 -0.9 0.0
Cl -0.719 2.471 -0.026 0.4 1.6 0.2
H -3.375 2.078 0.241 0.2 -1.4 -0.1
H 1.088 0.757 -0.461 2.4 2.2 1.1
H 0.133 0.216 -1.888 1.3 0.4 1.4
H 0.901 -1.779 -1.988 0.3 -0.2 -0.4
H 2.135 -1.607 -0.754 0.5 0.0 0.4
```
Forces are in eV/Å.